{
  "formula": "C4H4P2",
  "method": "ωB97M-V/def2-TZVPD",
  "orbital_gap_ev": 8.61,
  "molar_mass_g_mol": 114.024,
  "de_lowest_kj_mol": 204.95,
  "smiles": "C1=P[C@H]1P1=CC=1",
  "e_lumo_ha": 0.0025,
  "species": ["C", "P", "C", "P", "C", "C", "H", "H", "H", "H"],
  "coordinates": [[-0.31, -1.57, -0.49], [1.29, -1.80, -0.67], [0.27, -1.19, 0.83], [0.32, 0.58, 1.46], [0.64, 1.62, -0.20], [-0.67, 1.67, -0.11], [-1.35, -1.62, -0.98], [0.01, -1.80, 1.65], [1.37, 2.06, -0.85], [-1.56, 2.04, -0.65]]
}

***

{
  "formula": "C4H4S",
  "method": "ωB97M-V/def2-TZVPD",
  "orbital_gap_ev": 9.50,
  "molar_mass_g_mol": 84.143,
  "de_lowest_kj_mol": 313.57,
  "smiles": "C#CSC=C",
  "e_lumo_ha": 0.0338,
  "species": ["C", "C", "S", "C", "C", "H", "H", "H", "H"],
  "coordinates": [[-2.65, -0.93, 0.04], [-1.81, -0.06, 0.02], [-0.65, 1.12, 0.26], [0.85, 0.06, -0.21], [2.06, 0.55, 0.13], [-3.42, -1.59, 0.37], [0.78, -0.77, -0.93], [2.92, 0.02, -0.11], [1.91, 1.60, 0.43]]
}

***

{
  "formula": "C4H4S2",
  "method": "ωB97M-V/def2-TZVPD",
  "orbital_gap_ev": 8.16,
  "molar_mass_g_mol": 116.210,
  "de_lowest_kj_mol": 401.01,
  "e_lumo_ha": -0.0013,
  "species": ["C", "C", "C", "C", "S", "S", "H", "H", "H", "H"],
  "coordinates": [[0.65, 1.88, -0.26], [-1.59, -0.44, -0.27], [0.61, -0.65, 0.52], [-0.44, -1.03, -0.43], [1.72, 0.74, -0.03], [-2.95, 0.28, 0.00], [1.18, 2.87, -0.41], [1.13, -1.62, 0.58], [0.04, -0.34, 1.51], [-0.34, -1.69, -1.19]]
}

***

{
  "formula": "C4H54O24V",
  "method": "ωB97M-V/def2-TZVPD",
  "orbital_gap_ev": [5.41, 6.58],
  "molar_mass_g_mol": 537.396,
  "de_lowest_kj_mol": 31.22,
  "e_lumo_ha": [-0.0374, -0.0374],
  "spin_multiplicity": 4,
  "species": ["V", "C", "C", "O", "H", "H", "H", "H", "H", "C", "C", "O", "H", "H", "H", "H", "H", "O", "H", "H", "O", "H", "H", "O", "H", "H", "O", "H", "H", "O", "H", "H", "O", "H", "H", "O", "H", "H", "O", "H", "H", "O", "H", "H", "O", "H", "H", "O", "H", "H", "O", "H", "H", "O", "H", "H", "O", "H", "H", "O", "H", "H", "O", "H", "H", "O", "H", "H", "O", "H", "H", "O", "H", "H", "O", "H", "H", "O", "H", "H", "O", "H", "H"],
  "coordinates": [[0.10, -0.07, -0.01], [4.69, -0.23, -0.53], [3.32, -0.58, -0.97], [2.28, 0.25, -0.70], [4.78, -0.22, 0.55], [4.97, 0.75, -0.92], [5.35, -0.98, -0.97], [3.15, -1.61, -0.63], [3.38, -0.66, -2.05], [-1.63, -3.35, -2.70], [-1.31, -1.97, -2.15], [-0.56, -1.92, -1.00], [-1.90, -4.04, -1.90], [-0.70, -3.83, -3.03], [-2.24, -3.46, -3.59], [-2.22, -1.38, -2.08], [-0.76, -1.59, -3.01], [-0.94, 2.09, -4.28], [-1.58, 2.79, -4.16], [-0.35, 2.42, -4.96], [1.43, -4.04, -0.68], [2.18, -3.97, -1.27], [0.73, -3.54, -1.11], [3.05, -3.46, 1.76], [3.00, -3.06, 0.89], [2.47, -4.22, 1.71], [0.12, -1.08, 4.64], [1.02, -1.20, 4.36], [0.08, -1.50, 5.50], [-0.74, 1.47, -1.58], [-1.03, 1.54, -2.49], [-0.89, 2.34, -1.22], [-0.45, 2.38, 3.82], [0.24, 1.93, 4.30], [-0.27, 3.31, 3.95], [-2.58, 0.25, 4.77], [-2.12, 0.81, 5.40], [-1.95, 0.14, 4.05], [-3.77, 2.81, 0.14], [-4.01, 2.63, -0.77], [-4.26, 3.61, 0.36], [0.49, 4.54, 1.09], [-0.36, 4.61, 0.66], [1.12, 4.86, 0.44], [-3.63, -1.98, 1.37], [-3.74, -2.12, 2.31], [-3.06, -2.70, 1.09], [0.33, -1.12, 1.93], [0.47, -0.94, 2.85], [0.21, -2.07, 1.88], [-4.79, -0.28, -0.47], [-4.41, -1.14, -0.33], [-4.47, -0.02, -1.34], [-1.42, 4.21, -0.93], [-2.22, 4.54, -0.53], [-1.25, 4.80, -1.66], [4.60, 0.91, 2.71], [4.27, 1.56, 2.08], [5.55, 0.92, 2.58], [2.55, -0.58, 3.61], [3.15, 0.15, 3.47], [3.10, -1.36, 3.55], [0.28, 1.84, 1.26], [-0.26, 1.96, 2.04], [0.88, 2.58, 1.26], [-3.67, 0.94, -2.78], [-3.67, 0.72, -3.71], [-3.02, 1.65, -2.70], [3.45, 2.41, 0.66], [4.07, 2.72, 0.01], [3.01, 1.67, 0.24], [-2.02, 0.24, 0.78], [-2.53, -0.56, 0.92], [-2.67, 0.88, 0.48], [-0.87, -3.52, 1.75], [-0.68, -4.41, 2.04], [-0.58, -3.50, 0.84], [-0.87, -1.18, -5.63], [-1.58, -0.60, -5.92], [-0.88, -1.12, -4.68], [1.69, 0.09, -3.87], [1.09, 0.82, -3.71], [2.23, 0.04, -3.09]]
}

***

{
  "formula": "C4H5B",
  "method": "ωB97M-V/def2-TZVPD",
  "orbital_gap_ev": 7.74,
  "molar_mass_g_mol": 63.896,
  "de_lowest_kj_mol": 20.65,
  "smiles": "B1C=CC=C1",
  "e_lumo_ha": -0.0386,
  "species": ["B", "C", "C", "C", "C", "H", "H", "H", "H", "H"],
  "coordinates": [[1.05, -0.67, 0.33], [0.87, 0.85, 0.39], [-0.43, 1.09, 0.11], [-1.19, -0.14, -0.21], [-0.37, -1.19, -0.15], [2.25, -1.30, 0.21], [1.67, 1.51, 0.50], [-0.87, 1.98, -0.05], [-2.11, -0.02, -0.58], [-0.86, -2.11, -0.56]]
}

***

{
  "formula": "C4H5BF6N2O11S2V",
  "method": "ωB97M-V/def2-TZVPD",
  "orbital_gap_ev": [7.63, 7.64],
  "total_charge": -2,
  "molar_mass_g_mol": 496.965,
  "e_lumo_ha": [0.1641, 0.1641],
  "spin_multiplicity": 2,
  "species": ["O", "V", "B", "F", "F", "F", "F", "N", "S", "O", "O", "F", "S", "O", "O", "F", "O", "C", "O", "O", "H", "O", "C", "O", "O", "H", "C", "C", "N", "H", "H", "H"],
  "coordinates": [[2.50, 0.10, 0.43], [0.98, -0.24, 0.14], [0.49, -1.05, 3.62], [1.28, -0.37, 4.56], [-0.84, -0.60, 3.70], [1.02, -0.74, 2.30], [0.56, -2.44, 3.81], [0.93, 0.44, -1.83], [-0.22, 0.96, -2.81], [-1.21, 0.02, -3.18], [0.24, 1.86, -3.80], [-0.94, 1.92, -1.77], [2.22, 0.17, -2.88], [3.22, 1.16, -2.72], [1.86, -0.35, -4.15], [2.78, -1.10, -2.15], [-3.00, 0.67, 0.06], [-2.29, -0.45, 0.53], [-2.94, -1.38, 0.98], [-1.03, -0.34, 0.37], [-3.88, 0.46, 0.40], [1.71, -2.30, 0.00], [0.92, -3.52, -0.10], [-0.28, -3.42, 0.02], [1.69, -4.49, -0.33], [2.54, -2.77, -0.24], [-1.82, 3.18, 0.84], [-0.52, 2.56, 0.89], [0.52, 2.07, 0.94], [-2.41, 2.95, 1.72], [-2.36, 2.78, -0.02], [-1.71, 4.26, 0.70]]
}

***

Copy entry 6 word for word.
{
  "formula": "C4H5BF6N2O11S2V",
  "method": "ωB97M-V/def2-TZVPD",
  "orbital_gap_ev": [7.63, 7.64],
  "total_charge": -2,
  "molar_mass_g_mol": 496.965,
  "e_lumo_ha": [0.1641, 0.1641],
  "spin_multiplicity": 2,
  "species": ["O", "V", "B", "F", "F", "F", "F", "N", "S", "O", "O", "F", "S", "O", "O", "F", "O", "C", "O", "O", "H", "O", "C", "O", "O", "H", "C", "C", "N", "H", "H", "H"],
  "coordinates": [[2.50, 0.10, 0.43], [0.98, -0.24, 0.14], [0.49, -1.05, 3.62], [1.28, -0.37, 4.56], [-0.84, -0.60, 3.70], [1.02, -0.74, 2.30], [0.56, -2.44, 3.81], [0.93, 0.44, -1.83], [-0.22, 0.96, -2.81], [-1.21, 0.02, -3.18], [0.24, 1.86, -3.80], [-0.94, 1.92, -1.77], [2.22, 0.17, -2.88], [3.22, 1.16, -2.72], [1.86, -0.35, -4.15], [2.78, -1.10, -2.15], [-3.00, 0.67, 0.06], [-2.29, -0.45, 0.53], [-2.94, -1.38, 0.98], [-1.03, -0.34, 0.37], [-3.88, 0.46, 0.40], [1.71, -2.30, 0.00], [0.92, -3.52, -0.10], [-0.28, -3.42, 0.02], [1.69, -4.49, -0.33], [2.54, -2.77, -0.24], [-1.82, 3.18, 0.84], [-0.52, 2.56, 0.89], [0.52, 2.07, 0.94], [-2.41, 2.95, 1.72], [-2.36, 2.78, -0.02], [-1.71, 4.26, 0.70]]
}

***

- Which formula does entry 5 have?
  C4H5B